Record 1
Molecular formula: CH3BrS
Method: DFT, ωB97M-V with the def2-TZVPD basis set

Kohn-Sham gap (alpha / beta) = 7.3164 / 7.3158 eV
HOMO (alpha / beta) = -8.928 / -8.928 eV
M = 127.01 g mol⁻¹
ΔE to the lowest compared entry with this formula, charge and spin = 259.2 kJ/mol
E = -81960.292 eV

Structure (XYZ):
```
6
Properties=species:S:1:pos:R:3:nbo_charge:R:1
Br 2.2188 -0.2725 0.5743 0.177
S -1.3047 -1.1737 0.5643 -0.376
C 0.7294 0.3759 -0.3071 -0.328
H 0.1986 1.1811 0.0990 0.204
H 0.3165 0.0339 -1.1587 0.205
H -2.1586 -0.1447 0.2283 0.119
```

=====

Record 2
Molecular formula: CH3Cl2O3PS
Method: DFT, ωB97M-V with the def2-TZVPD basis set

Kohn-Sham gap (alpha / beta) = 4.7015 / 5.6076 eV
2S+1 = 3
HOMO (alpha / beta) = -4.643 / -10.238 eV
M = 196.98 g mol⁻¹
E = -52393.280 eV

Structure (XYZ):
```
11
Properties=species:S:1:pos:R:3:lowdin_spin:R:1
Cl 2.8797 0.6596 0.7437 0.098
Cl 1.6479 -0.0428 -1.8047 0.146
S 0.0600 -2.4190 0.5791 0.705
P -0.7543 -0.6504 0.3362 0.072
O -1.8335 -0.2224 1.4201 0.028
O 0.1632 0.6412 0.4838 0.387
O -1.4342 -0.3386 -1.0468 0.019
C 1.6147 0.8454 -0.4281 0.525
H -1.9892 -1.0787 -1.2508 0.002
H 1.2671 1.9231 -0.4251 0.014
H -1.6216 0.6827 1.3927 0.005
```

=====

Record 3
Molecular formula: CH3Cl2OP
Method: DFT, ωB97M-V with the def2-TZVPD basis set

Kohn-Sham gap = 9.9637 eV
HOMO = -10.239 eV
M = 132.91 g mol⁻¹
ΔE to the lowest compared entry with this formula, charge and spin = 351.5 kJ/mol
E = -37465.405 eV

Structure (XYZ):
```
8
Properties=species:S:1:pos:R:3:nbo_charge:R:1
Cl -2.1632 1.6217 0.1465 -0.285
Cl -1.8482 -1.3618 0.0941 -0.272
P -0.9620 0.2421 -0.7103 0.833
O 1.6435 -0.6463 -0.8026 -0.785
C 0.5394 0.3622 0.4890 -0.360
H 0.9050 -1.2684 -1.0219 0.434
H 1.1169 1.2519 0.4567 0.215
H 0.7686 -0.2015 1.3486 0.219
```

=====

Record 4
Molecular formula: CH3Cl2P
Method: DFT, ωB97M-V with the def2-TZVPD basis set

Kohn-Sham gap = 9.2864 eV
HOMO = -9.473 eV
SMILES string = [H]/P=C\Cl.Cl
M = 116.91 g mol⁻¹
ΔE to the lowest compared entry with this formula, charge and spin = 264.7 kJ/mol
E = -35417.793 eV

Structure (XYZ):
```
7
Properties=species:S:1:pos:R:3:nbo_charge:R:1
Cl 0.0557 -2.2973 2.0462 -0.025
Cl -0.3555 -0.1331 -2.5418 -0.247
P 0.3562 0.6248 1.3017 0.429
C 0.8451 -0.6922 2.2449 -0.607
H -1.0766 0.7375 -3.0058 0.250
H -0.5511 0.0416 0.4039 -0.034
H 1.6023 -0.6010 3.0361 0.234
```